Below is a cluster of 2 separate species, C6H14N2 in total at a distorted geometry, with properties calculated with ωB97M-V/def2-TZVPD.

```
22
Properties=species:S:1:pos:R:3:forces:R:3
C 1.302 -1.029 1.537 0.49 -0.82 -0.84
H 1.877 0.904 1.868 0.06 -0.01 0.19
N -0.345 1.765 -1.049 0.30 0.19 0.07
H 0.796 -4.024 0.526 -0.04 0.26 -0.16
N 1.374 0.315 1.232 -0.38 0.31 -0.05
H 0.131 2.656 -1.053 -0.15 0.02 0.01
H -0.039 -0.234 -1.447 0.20 -0.08 -0.08
H 0.334 0.789 -2.843 -0.02 0.12 0.07
H -1.992 3.879 -0.785 -0.11 0.05 0.04
H 0.555 0.763 0.842 -0.05 -0.04 0.06
H -2.172 0.887 -1.447 -0.05 0.04 -0.06
C 0.388 0.725 -1.749 -0.30 -0.23 -0.09
C 0.653 -3.397 1.413 -0.37 -0.68 0.13
H -0.196 -3.849 1.939 0.05 0.05 0.02
C -1.719 1.845 -1.209 -0.12 0.01 0.13
C 0.410 -1.950 1.141 0.24 0.61 0.61
H 1.531 -3.569 2.037 0.04 0.20 0.02
H 2.235 -1.427 1.934 -0.07 0.18 0.31
H 1.428 0.750 -1.436 0.02 -0.07 0.01
C -2.467 2.932 -1.017 0.32 -0.04 -0.30
H -0.553 -1.646 0.744 0.03 -0.02 -0.21
H -3.531 2.914 -1.180 -0.07 -0.06 0.15
```
Forces are in eV/Å.

The HOMO energy comes out at -7.8 eV. The SMILES is C/C=C/N.C=CNC. For the energy above the lowest of the compared OMol25 structures with the same formula, charge and spin, the calculation gives 1.624 eV. As for the max |F|: 0.02479 Eh/bohr. The charge is 0. The calculation puts the LUMO energy at 1.09 eV. Its calculated total energy is -9427.860 eV.

---

Below is a cluster of 2 separate species, C6H14N2 in total, with properties calculated with ωB97M-V/def2-TZVPD.

```
22
Properties=species:S:1:pos:R:3:forces:R:3
H -0.715 2.052 1.125 0.00 -0.20 0.23
N -1.146 -0.026 -0.742 0.14 -0.07 0.25
C 1.312 1.369 0.983 0.03 -0.33 -0.11
H 2.875 0.760 -0.296 0.06 0.02 -0.01
H 0.337 -0.172 1.931 -0.34 0.02 0.08
H -2.984 -1.652 -2.106 0.36 0.16 -0.13
H -0.268 0.385 -0.454 -0.01 0.05 -0.11
H 1.850 -0.539 1.360 0.08 -0.26 -0.04
N 1.250 0.181 1.719 0.47 0.28 0.07
C -0.001 -2.104 -1.282 0.14 0.45 0.27
H -0.078 -3.125 -1.616 -0.06 -0.09 0.04
H 0.992 -1.678 -1.209 0.01 0.06 0.00
H -1.918 0.230 -0.143 0.06 0.11 -0.05
H -2.382 -3.085 -1.278 0.02 0.02 0.00
C 2.202 1.554 0.001 -0.34 -0.01 0.12
H 0.420 3.299 0.803 0.20 0.05 0.16
C 0.296 2.386 1.384 -0.31 0.42 -0.50
H 0.321 2.616 2.447 0.06 -0.06 0.05
C -2.455 -2.000 -1.215 -0.55 -0.25 0.22
H 2.228 2.479 -0.552 0.11 0.08 0.08
H -3.146 -1.766 -0.399 0.17 -0.01 0.19
C -1.099 -1.387 -1.019 -0.31 -0.43 -0.79
```
Forces are in eV/Å.

The HOMO energy comes out at -8.2 eV. The SMILES is C=C(C)N.C=C(C)N. For the energy above the lowest of the compared OMol25 structures with the same formula, charge and spin, the calculation gives 0.991 eV. As for the max |F|: 0.01856 Eh/bohr. The charge is 0. The calculation puts the LUMO energy at 0.87 eV. Its calculated total energy is -9428.494 eV.

---

Below is a structure of composition C6H14N2 at a distorted geometry, with properties calculated with ωB97M-V/def2-TZVPD.

```
22
Properties=species:S:1:pos:R:3:forces:R:3
H 1.658 1.320 0.875 1.45 -0.50 1.12
H -1.003 0.329 -0.813 -1.91 -0.90 0.88
H 2.956 -2.015 -0.509 -0.26 0.84 0.12
H 1.399 -2.534 0.309 2.17 3.12 0.03
N 0.063 0.310 1.455 -2.12 -0.96 1.71
C 0.385 2.078 -0.259 0.26 -0.15 -3.64
C -2.781 -0.740 -0.305 -2.50 -4.43 -1.57
C -1.113 -0.047 1.140 1.02 1.23 -1.25
H 2.116 0.276 -1.022 1.88 1.03 -1.29
H -2.255 -1.936 0.296 -3.04 2.63 -1.93
H -0.296 1.947 -1.287 1.66 0.65 2.71
H -3.669 -0.145 0.280 1.18 -2.54 -1.75
C 2.194 -1.548 0.139 -3.20 -0.68 0.52
C 1.408 -0.248 -0.483 -0.92 -2.91 -1.71
H 1.402 2.575 -0.536 -2.25 -0.27 0.13
H 0.656 -0.509 -1.373 1.28 0.00 2.02
H -1.815 -0.387 1.803 -1.21 -1.10 2.43
H -2.944 -0.986 -1.702 0.16 0.85 4.85
N -1.710 0.028 -0.085 5.68 3.93 -1.50
H -0.123 2.559 0.552 -0.52 1.10 -0.16
H 2.629 -1.138 1.096 -0.40 -1.08 -0.85
C 0.842 0.808 0.428 1.60 0.14 -0.88
```
Forces are in eV/Å.

The HOMO energy comes out at -8.5 eV. For the energy above the lowest of the compared OMol25 structures with the same formula, charge and spin, the calculation gives 6.092 eV. As for the max |F|: 0.13748 Eh/bohr. The charge is 0. The calculation puts the LUMO energy at 0.70 eV. Its calculated total energy is -9423.392 eV.

---

Below is a cluster of 2 separate species, C6H14N2 in total at a distorted geometry, with properties calculated with ωB97M-V/def2-TZVPD.

```
22
Properties=species:S:1:pos:R:3:forces:R:3
C -1.126 -0.581 -0.061 1.16 -0.44 -0.44
N -1.422 1.575 0.293 -0.17 0.83 0.22
H -1.848 1.273 1.169 0.09 -0.17 -0.12
C -0.470 0.760 -0.157 0.38 -1.17 0.74
H 0.979 0.595 2.223 -0.16 -0.11 -0.05
H -2.743 -0.256 -1.390 0.01 -0.04 0.04
H 0.598 2.127 -1.378 0.01 -0.01 0.00
H 1.013 0.423 -1.696 0.02 0.03 0.02
H -1.526 -1.383 -1.980 0.05 -0.02 0.09
H -2.680 -1.915 -0.740 0.01 0.03 0.00
C 2.448 -0.251 0.831 -0.10 -0.07 -0.04
C 1.208 0.580 1.146 -0.48 0.58 -0.80
H 3.360 0.138 1.303 -0.11 -0.02 -0.01
C -2.086 -1.072 -1.092 -0.13 0.24 0.10
H 2.644 -0.277 -0.245 -0.02 0.01 0.02
H -0.519 1.107 -2.279 -0.02 0.00 0.06
H 1.373 1.626 0.898 0.08 0.05 0.03
C 0.205 1.115 -1.459 -0.09 0.03 0.12
H 0.111 -0.760 1.369 -0.75 -0.91 -0.24
H -1.147 -2.207 1.165 0.21 0.22 0.12
H 2.339 -1.293 1.153 0.04 0.04 -0.01
N -0.712 -1.325 0.924 -0.01 0.90 0.15
```
Forces are in eV/Å.

The HOMO energy comes out at -6.9 eV. For the energy above the lowest of the compared OMol25 structures with the same formula, charge and spin, the calculation gives 4.060 eV. As for the max |F|: 0.02784 Eh/bohr. The charge is 0. The calculation puts the LUMO energy at 0.66 eV. Its calculated total energy is -9425.424 eV.

---

Below is a cluster of 2 separate species, C6H14N2 in total at a distorted geometry, with properties calculated with ωB97M-V/def2-TZVPD.

```
22
Properties=species:S:1:pos:R:3:forces:R:3
H 1.877 -0.606 -1.622 0.01 0.06 -0.04
H 0.092 -2.195 1.534 0.04 -0.08 -0.05
H 2.968 0.728 -1.173 -0.02 -0.03 -0.01
H -2.488 0.510 1.870 -0.06 0.03 0.08
C -1.726 0.010 -0.040 0.15 -0.03 -0.09
C -2.700 0.696 0.818 0.05 0.04 0.15
H -2.643 1.774 0.649 -0.02 0.01 0.10
H 0.851 2.217 1.016 0.00 0.06 -0.05
H -0.953 -0.989 -1.710 0.25 -0.08 -0.04
C -1.814 -0.580 -1.200 -0.02 -0.31 -0.31
C 0.819 -1.758 0.853 0.32 -0.23 -0.16
N 1.451 0.413 0.201 0.40 -0.12 -0.13
C 2.376 -0.099 -0.788 -0.04 -0.31 -0.01
H -0.160 1.582 -0.294 0.42 0.28 -0.07
C 0.889 1.722 0.045 -0.41 0.23 0.14
H 1.821 -2.106 1.136 0.00 -0.06 0.02
H -2.754 -0.727 -1.738 -0.09 0.11 0.15
N 0.687 -0.342 0.967 -1.01 0.40 0.48
H 0.611 -2.122 -0.161 0.02 -0.07 0.01
H -3.722 0.367 0.597 0.01 0.00 0.01
H 1.466 2.317 -0.656 0.03 0.03 -0.04
H 3.051 -0.812 -0.307 -0.02 0.06 -0.14
```
Forces are in eV/Å.

The HOMO energy (alpha / beta) comes out at -6.7 / -7.5 eV. For the energy above the lowest of the compared OMol25 structures with the same formula, charge and spin, the calculation gives 5.429 eV. As for the max |F|: 0.02298 Eh/bohr. The charge is 0. The calculation puts the LUMO energy (alpha / beta) at 0.81 / 0.99 eV. Its calculated total energy is -9424.055 eV.

---

Below is a cluster of 2 separate species, C6H14N2 in total, with properties calculated with ωB97M-V/def2-TZVPD.

```
22
Properties=species:S:1:pos:R:3:forces:R:3
H -0.430 -2.436 2.354 -0.06 -0.03 -0.01
H -1.142 0.396 -1.551 -0.13 0.07 0.05
C -0.096 0.392 -1.862 -0.19 -0.09 0.06
H -0.357 3.196 -3.625 0.00 0.02 0.03
H 1.827 -3.268 1.631 0.14 0.10 0.09
C -1.005 0.193 2.674 0.21 0.26 0.22
H -0.753 3.181 -1.898 -0.15 -0.02 -0.07
C 0.276 -1.785 1.847 0.36 -0.11 -0.07
N 0.718 -0.525 -1.531 0.27 0.28 0.18
H 0.274 -1.136 -0.854 -0.06 -0.15 -0.19
N 0.220 1.447 -2.663 -0.09 0.28 -0.14
H -1.725 0.632 1.977 -0.09 -0.13 0.12
H -1.686 2.201 -3.080 -0.05 0.03 0.14
H 2.154 -1.674 0.874 0.18 -0.16 -0.21
H 1.201 1.663 -2.740 0.03 -0.18 -0.05
H 1.023 -2.850 0.147 0.15 0.01 -0.12
C 1.402 -2.430 1.080 -0.53 -0.02 0.28
C 0.119 -0.473 1.934 -0.25 0.18 0.16
H -1.495 -0.490 3.369 -0.19 -0.13 -0.28
H -0.648 1.016 3.302 0.12 0.02 -0.16
H 0.821 0.183 1.420 -0.02 -0.09 0.04
C -0.699 2.568 -2.804 0.34 -0.14 -0.06
```
Forces are in eV/Å.

The HOMO energy comes out at -8.8 eV. The SMILES is [H]/N=C/NC.C/C=C/C. For the energy above the lowest of the compared OMol25 structures with the same formula, charge and spin, the calculation gives 1.182 eV. As for the max |F|: 0.01164 Eh/bohr. The charge is 0. The calculation puts the LUMO energy at 0.95 eV. Its calculated total energy is -9428.302 eV.

---

Below is a cluster of 2 separate species, C6H14N2 in total, with properties calculated with ωB97M-V/def2-TZVPD.

```
22
Properties=species:S:1:pos:R:3:forces:R:3
C -2.135 0.242 -0.898 -0.16 -0.01 -0.04
H 2.906 -1.432 -0.624 -0.03 -0.02 0.13
N 2.358 1.001 0.208 0.23 0.78 -0.19
H 1.746 -0.115 1.757 -0.07 -0.13 0.19
H 2.756 0.949 -0.729 0.00 -0.19 0.04
C -0.866 -0.430 -0.464 0.00 -0.23 0.17
C -1.285 0.857 0.178 0.08 0.24 -0.06
C 2.173 -0.114 0.760 0.07 -0.15 0.14
H -0.030 -0.384 -1.151 0.03 0.15 -0.04
H 2.409 -2.166 0.841 -0.02 0.04 0.06
N 2.413 -1.354 0.252 0.18 -0.41 -0.35
H -1.001 -2.572 -0.381 -0.02 -0.09 0.03
C -0.952 -1.725 0.306 -0.38 0.15 -0.17
H -0.233 2.179 -1.140 0.10 0.03 -0.21
H -2.160 0.727 -1.862 0.06 0.11 -0.06
H -1.666 0.787 1.192 -0.04 -0.16 -0.02
H -0.092 -1.861 0.948 0.16 -0.06 0.19
H -1.853 -1.736 0.925 0.08 -0.04 -0.02
H 0.336 2.225 0.518 0.07 0.09 -0.01
C -0.550 2.143 -0.103 -0.18 -0.16 0.22
H -1.198 2.995 0.087 -0.11 0.16 -0.03
H -3.075 -0.214 -0.621 -0.04 -0.11 0.06
```
Forces are in eV/Å.

The HOMO energy comes out at -9.4 eV. The SMILES is C[C@H]1C[C@@H]1C.[H]/N=C\N. For the energy above the lowest of the compared OMol25 structures with the same formula, charge and spin, the calculation gives 1.157 eV. As for the max |F|: 0.01618 Eh/bohr. The charge is 0. The calculation puts the LUMO energy at 0.94 eV. Its calculated total energy is -9428.327 eV.

---

Below is a cluster of 3 separate species, C6H14N2O in total at a distorted geometry, with properties calculated with ωB97M-V/def2-TZVPD.

```
23
Properties=species:S:1:pos:R:3:forces:R:3
C 2.220 -0.369 1.446 0.03 -0.05 -0.07
H 1.533 -1.086 1.895 0.02 -0.07 0.00
H -0.517 1.548 -1.928 0.12 0.03 0.02
H -1.808 -1.454 -1.932 0.44 0.12 0.14
N 1.626 1.949 1.062 0.13 0.36 0.60
H 0.978 2.587 0.599 0.01 -0.24 -0.33
C -1.417 0.234 1.339 -0.30 -0.15 -0.21
H 0.233 -0.494 -2.606 -0.09 -0.07 -0.13
H -1.855 1.183 1.018 0.09 -0.01 0.01
N -0.685 -0.471 0.298 -4.28 -2.63 -2.05
H 2.918 0.013 2.195 -0.15 0.04 -0.04
C -2.154 -1.093 -0.970 1.25 0.51 2.37
O -0.462 1.489 -0.967 -0.36 0.13 -0.13
H -2.836 -0.249 -1.053 0.14 -0.04 0.13
H 2.796 -0.890 0.680 -0.06 -0.10 -0.04
H 1.731 0.024 -1.826 -0.08 -0.09 -0.07
C 0.781 -0.487 -1.663 -0.14 0.26 0.21
H 0.960 -1.511 -1.351 0.03 -0.04 0.01
H -2.517 -1.896 -0.339 -0.19 0.03 -0.10
H -2.218 -0.420 1.684 0.04 0.02 0.01
C 1.446 0.743 0.826 -1.45 -0.05 -2.29
C 0.002 0.242 -0.595 4.65 1.93 1.98
H -0.755 0.406 2.188 0.14 0.10 -0.03
```
Forces are in eV/Å.

The HOMO energy comes out at -7.2 eV. For the energy above the lowest of the compared OMol25 structures with the same formula, charge and spin, the calculation gives 5.208 eV. As for the max |F|: 0.10552 Eh/bohr. The charge is 0. The calculation puts the LUMO energy at 0.63 eV. Its calculated total energy is -11472.562 eV.

---

> What is the max |F| in the third record?

0.13748 Eh/bohr